Entry 1:
C16H24ClN2O8P2V as an isolated structure. Source: the OMol25 dataset; level of theory: wB97M-V/def2-TZVPD.

The geometry in ORCA input format:
```
! wB97M-V def2-TZVPD RIJCOSX def2/J DEFGRID3
* xyz 2 3
C 2.403 -6.162 -2.130
C 1.965 -4.988 -1.312
H 2.305 -7.052 -1.495
H 3.465 -6.067 -2.420
H 1.769 -6.271 -3.023
O 1.811 -4.947 -0.110
Cl 1.657 -3.500 -2.295
V 0.611 -0.749 -0.493
P 2.815 -0.951 0.487
C 3.013 -0.717 2.266
C 3.855 -2.375 0.091
H 4.863 -2.240 0.507
H 4.711 0.433 0.017
H 3.896 -2.496 -0.996
H 3.541 0.420 -1.353
H 2.596 -1.583 2.796
H 3.373 -3.272 0.492
C 3.649 0.470 -0.261
H 4.078 -0.591 2.509
H 3.171 1.386 0.112
H 2.444 0.183 2.538
P -1.568 -1.559 -1.153
C -2.935 -1.401 0.034
C -2.071 -0.314 -2.377
H -0.944 -3.329 -2.664
H -2.731 -3.232 -2.446
H -1.669 -3.955 -1.177
C -1.756 -3.175 -1.943
H -1.296 -0.229 -3.148
H -3.023 -0.630 -2.825
H -3.876 -1.694 -0.453
H -2.998 -0.354 0.360
H -2.181 0.665 -1.888
H -2.735 -2.030 0.909
C 0.082 -1.376 1.179
O -0.285 -1.717 2.243
O 1.254 2.038 1.415
C 0.197 2.023 0.764
O -0.160 1.130 -0.110
C -0.835 3.148 0.979
C -2.154 2.987 0.523
C -3.093 4.039 0.632
C -2.728 5.268 1.201
C -1.407 5.437 1.651
C -0.470 4.373 1.575
N -1.011 6.701 2.229
O -1.889 7.585 2.353
O 0.175 6.863 2.587
N -4.452 3.803 0.209
O -4.734 2.677 -0.263
O -5.302 4.707 0.336
H -2.479 2.052 0.071
H -3.451 6.076 1.293
H 0.535 4.495 1.975
*
```

Properties
* HOMO (alpha / beta): -15.079 / -15.080 eV
* expectation value of S²: 2.0451
* LUMO energy (alpha / beta): -9.351 / -9.149 eV
* HOMO-LUMO gap (alpha / beta): 0.211 / 0.218 Eh

---

Entry 2:
C16H24ClN3O in the gas phase. Source: the OMol25 dataset; level of theory: wB97M-V/def2-TZVPD.

The geometry in ORCA input format:
```
! wB97M-V def2-TZVPD RIJCOSX def2/J DEFGRID3
* xyz 0 1
C 2.455 1.178 0.331
C 2.640 0.526 -1.039
C 3.719 1.315 -1.791
C 3.950 0.782 -3.197
C 2.621 0.779 -3.937
C 1.564 -0.019 -3.170
C 1.859 -1.528 -3.221
N 1.409 0.531 -1.828
C 0.233 0.028 -1.142
C -0.650 1.185 -0.638
N -1.867 0.709 -0.017
C -1.853 0.313 1.292
O -0.900 0.483 2.020
N -3.052 -0.253 1.684
C -3.433 -0.682 2.953
C -4.744 -1.128 3.125
C -5.183 -1.574 4.356
C -4.308 -1.577 5.430
Cl -4.854 -2.133 6.975
C -3.004 -1.138 5.275
C -2.565 -0.693 4.043
H 1.733 0.656 0.951
H 2.137 2.210 0.212
H 3.409 1.173 0.854
H 2.998 -0.509 -0.876
H 4.646 1.284 -1.217
H 3.393 2.355 -1.856
H 4.365 -0.226 -3.154
H 4.670 1.413 -3.723
H 2.735 0.359 -4.938
H 2.271 1.808 -4.036
H 0.601 0.146 -3.673
H 1.098 -2.088 -2.683
H 2.824 -1.760 -2.781
H 1.864 -1.863 -4.255
H 0.489 -0.620 -0.295
H -0.371 -0.567 -1.835
H -0.911 1.836 -1.474
H -0.117 1.765 0.113
H -2.573 0.341 -0.634
H -3.789 -0.286 0.994
H -5.427 -1.124 2.287
H -6.198 -1.916 4.482
H -2.330 -1.144 6.117
H -1.554 -0.346 3.917
*
```

Properties
* HOMO: -8.217 eV
* energy relative to the best compared isomer or geometry (same formula, charge and spin): 0.00 kcal/mol
* SMILES string: C[C@@H]1CCC[C@@H](C)N1CCNC(=O)Nc1ccc(Cl)cc1
* LUMO energy: 0.530 eV
* HOMO-LUMO gap: 0.321 Eh

---

Entry 3:
C16H24CrN4O5S5 as an isolated structure. Source: the OMol25 dataset; level of theory: wB97M-V/def2-TZVPD.

The geometry in ORCA input format:
```
! wB97M-V def2-TZVPD RIJCOSX def2/J DEFGRID3
* xyz -2 5
Cr 0.216 -0.332 0.453
C 1.899 -1.553 4.772
C 1.770 -1.298 3.283
S 0.637 -0.026 2.852
C 2.442 -2.020 2.368
C 3.393 -3.143 2.700
S 2.274 -1.742 0.639
H 1.247 -0.868 5.309
H 2.924 -1.405 5.129
H 1.598 -2.578 5.009
H 3.576 -3.224 3.774
H 4.339 -2.979 2.180
H 2.980 -4.087 2.332
O 0.134 3.357 -2.552
C -0.041 2.705 -3.719
C -0.036 3.431 -4.905
C -0.216 2.792 -6.123
C -0.412 1.417 -6.156
C -0.410 0.686 -4.982
C -0.217 1.303 -3.743
C -0.224 0.545 -2.486
O -0.304 1.191 -1.365
N -0.098 -0.756 -2.553
N 0.008 -1.382 -1.347
C -0.044 -2.663 -1.405
S -0.330 -3.457 -2.967
C -0.567 -5.124 -2.236
C -0.955 -4.935 -0.787
S 0.295 -3.760 -0.093
H -0.024 2.628 -1.854
H 0.110 4.503 -4.852
H -0.217 3.371 -7.039
H -0.569 0.920 -7.107
H -0.567 -0.384 -4.992
H 0.377 -5.666 -2.317
H -1.331 -5.633 -2.825
H -0.905 -5.857 -0.207
H -1.932 -4.462 -0.687
C -3.345 2.052 1.638
S -2.045 2.030 0.334
C -2.487 3.753 -0.243
O -0.799 2.268 1.093
H -3.155 2.873 2.326
H -3.260 1.099 2.151
H -4.322 2.140 1.164
H -3.433 3.715 -0.784
H -1.692 4.063 -0.916
H -2.549 4.431 0.605
N 1.982 1.325 0.202
H 2.908 1.189 0.581
H 1.448 1.968 0.780
H 2.024 1.686 -0.744
O -2.449 -2.220 0.235
N -2.715 -1.115 0.685
O -1.716 -0.325 0.835
*
```

Properties
* HOMO (alpha / beta): 0.237 / -0.027 eV
* expectation value of S²: 6.0209
* LUMO energy (alpha / beta): 4.409 / 4.404 eV
* HOMO-LUMO gap (alpha / beta): 0.153 / 0.163 Eh

---

Entry 4:
C16H24F6NO7PS3Ti as an isolated structure. Source: the OMol25 dataset; level of theory: wB97M-V/def2-TZVPD.

The geometry in ORCA input format:
```
! wB97M-V def2-TZVPD RIJCOSX def2/J DEFGRID3
* xyz -1 2
Ti -0.580 -0.135 -0.379
C 0.656 -2.105 0.363
C -0.224 -2.518 -0.670
C -1.563 -2.297 -0.220
C -1.492 -1.759 1.084
C -0.125 -1.602 1.431
C 0.391 -1.118 2.753
C -2.657 -1.566 1.999
C -2.833 -2.670 -0.920
C 0.180 -3.284 -1.891
C 2.122 -2.410 0.442
H -0.156 -0.242 3.106
H 1.445 -0.849 2.691
H 0.294 -1.897 3.514
H -3.517 -1.153 1.477
H -2.415 -0.902 2.826
H -2.948 -2.534 2.422
H -3.560 -1.859 -0.855
H -3.280 -3.561 -0.469
H -2.661 -2.878 -1.975
H -0.530 -3.150 -2.706
H 0.232 -4.355 -1.667
H 1.162 -2.976 -2.250
H 2.264 -3.345 0.992
H 2.682 -1.632 0.959
H 2.571 -2.527 -0.542
F -3.972 1.120 2.775
C -3.082 1.963 2.222
F -1.865 1.607 2.657
F -3.349 3.184 2.679
S -3.175 1.924 0.372
O -2.591 0.599 0.054
O -4.589 1.999 0.142
N -2.365 3.131 -0.067
S -0.831 3.025 -0.724
O -1.021 2.625 -2.126
O -0.226 1.748 0.011
C 0.309 4.009 2.133
F 1.330 4.773 1.646
F 0.893 3.166 3.041
F -0.471 4.843 2.855
S -1.522 -0.563 -3.755
C -1.044 -0.410 -2.288
C 2.439 -0.773 -3.311
O 2.830 -0.536 -1.958
P 1.847 0.433 -1.089
O 1.847 1.779 -1.961
C 3.057 2.471 -2.257
O 2.948 0.715 0.060
C 2.572 1.593 1.138
H 2.738 0.063 -3.946
H 1.360 -0.908 -3.402
H 2.949 -1.678 -3.639
H 3.382 3.054 -1.395
H 2.835 3.143 -3.083
H 3.853 1.780 -2.541
H 3.436 1.659 1.795
H 1.714 1.205 1.683
H 2.309 2.582 0.764
*
```

Properties
* HOMO (alpha / beta): -2.199 / -2.027 eV
* energy relative to the best compared isomer or geometry (same formula, charge and spin): 45.66 kcal/mol
* expectation value of S²: 0.7613
* LUMO energy (alpha / beta): 1.080 / 0.715 eV
* HOMO-LUMO gap (alpha / beta): 0.120 / 0.101 Eh

---

Entry 5:
C16H24F9KO8 as an isolated structure. Source: the OMol25 dataset; level of theory: wB97M-V/def2-TZVPD.

The geometry in ORCA input format:
```
! wB97M-V def2-TZVPD RIJCOSX def2/J DEFGRID3
* xyz -2 1
K -0.603 -0.750 -0.415
C 3.057 1.186 -0.992
O 2.697 1.817 -2.210
O 1.804 0.973 -0.340
C 4.264 0.174 -0.950
F 5.329 0.622 -1.596
F 4.534 -0.101 0.309
F 3.881 -1.009 -1.414
C 2.455 0.993 -3.334
C 1.837 1.963 -4.300
H 1.778 1.464 -5.267
H 0.871 2.295 -3.919
H 2.481 2.815 -4.518
H 1.822 0.112 -3.227
H 3.421 0.636 -3.691
H 3.425 2.115 -0.556
C -1.983 -0.299 -3.822
O -2.009 -1.628 -3.247
O -1.472 0.536 -2.811
C -1.208 -0.403 -5.200
F -1.319 0.697 -6.023
F 0.088 -0.687 -5.111
F -1.662 -1.437 -5.938
C -3.234 -2.164 -2.844
C -2.914 -3.487 -2.242
H -2.730 -4.363 -2.864
H -1.952 -3.349 -1.748
H -3.731 -3.729 -1.562
H -3.905 -2.295 -3.693
H -3.753 -1.546 -2.110
H -3.012 0.033 -3.960
C -2.137 1.703 2.306
O -1.481 2.550 3.299
O -1.228 1.502 1.237
C -2.755 0.452 2.977
F -3.115 -0.508 2.131
F -1.879 -0.103 3.785
F -3.822 0.612 3.717
C -2.345 3.266 4.164
C -1.467 4.185 4.999
H -0.623 3.536 5.233
H -1.031 5.097 4.591
H -1.810 4.400 6.011
H -2.875 2.563 4.806
H -3.153 3.904 3.808
H -2.975 2.312 1.968
O 3.389 0.014 2.846
C 2.847 -1.063 2.892
O 2.855 -1.720 3.989
C 2.015 -2.856 4.009
C 1.266 -2.686 2.678
C 2.159 -1.875 1.821
H 1.331 -3.003 4.845
H 2.650 -3.742 4.039
H 0.316 -2.169 2.820
H 1.114 -3.710 2.339
H 1.636 -1.349 1.023
H 2.861 -2.494 1.262
*
```

Properties
* HOMO: -0.974 eV
* energy relative to the best compared isomer or geometry (same formula, charge and spin): 64.99 kcal/mol
* LUMO energy: 3.826 eV
* HOMO-LUMO gap: 0.176 Eh